Below is 2 unconnected molecules or ions with the total composition C2H3FS in a non-equilibrium geometry, with properties calculated with ωB97M-V/def2-TZVPD.

Values from the calculation:
Energy above the lowest of the compared OMol25 structures with the same formula, charge and spin   118.9 kcal per mole
Multiplicity   1
HOMO energy (alpha / beta)   -8.229 / -9.918 eV
Gap between HOMO and LUMO (alpha / beta)   8.12 / 9.69 eV
LUMO energy (alpha / beta)   -0.112 / -0.232 eV

Structure (XYZ):
```
7
Properties=species:S:1:pos:R:3:forces:R:3
C 0.4251 -0.4647 0.5861 -1.78 1.11 -3.16
C 0.0746 0.4576 -0.5744 -1.90 -3.16 2.24
F 0.6251 1.5535 -0.8380 1.59 3.64 -0.56
S 0.6117 -1.0212 -1.1518 0.19 -1.58 -1.02
H 1.3445 -0.3723 0.9932 2.67 0.46 1.72
H -0.3443 -0.9526 1.0963 -1.00 -0.46 0.84
H -2.7366 0.7997 -0.1114 0.23 -0.01 -0.06
```
Forces are in eV/Å.